Computed, not measured: a 3-piece molecular cluster, C5H15NO2 overall in a non-equilibrium geometry, with ωB97M-V with the def2-TZVPD basis set.

Last column: Löwdin spin population.
Atoms and positions in Å:
C 2.3955 -1.5427 -0.6542  0.067
C 1.0479 -1.2385 -0.1825  0.302
C 0.5945 0.0015 -0.3849  0.083
N -0.6621 0.5123 0.0313  0.425
C -0.9343 1.9329 -0.5661  0.020
C -0.9635 1.9209 -2.1706  0.023
H 2.6031 -2.3692 -1.4076  0.024
H 2.8292 -0.8384 -1.1679  0.000
H 3.0851 -1.8995 0.1058  0.023
H 0.4591 -1.9579 0.2554  0.012
H 1.2770 0.8351 -0.7901  -0.001
H -1.3507 -0.1136 0.4572  0.007
H -0.0674 2.6615 -0.3417  0.008
H -1.7547 2.4990 -0.2381  0.000
H -1.6564 1.1985 -2.5506  0.000
H 0.0650 1.7271 -2.5260  0.000
H -1.1873 2.9989 -2.5024  0.001
H 0.6834 0.5944 2.0656  0.002
H 1.8140 -0.3053 2.2836  0.002
O 1.2702 0.2962 2.8376  0.003
H -2.7779 -1.3861 1.5349  0.000
H -2.5104 -2.6117 0.4137  0.000
O -2.4848 -1.6792 0.6547  -0.001

Computed properties:
- multiplicity = 2
- largest force on an atom (Eh/bohr) = 0.1090
- LUMO level (spin up / spin down) (Eh) = -0.1160 / -0.2595
- orbital gap (spin up / spin down) (eV) = 11.201 / 7.770
- E_HOMO (spin up / spin down) (eV) = -14.357 / -14.832
- ΔE to the lowest compared entry with this formula, charge and spin (eV) = 2.107
- net charge = +1

=====

Computed, not measured: one molecule with the formula C4H6O2 in a non-equilibrium geometry, with ωB97M-V with the def2-TZVPD basis set.

Last column: Mulliken charge in e.
Atoms and positions in Å:
O 2.1401 0.1582 -0.8646  -0.581
C 0.8525 0.1917 0.1861  -0.320
C -0.5159 0.9264 -0.0588  -0.089
C -1.2423 -0.3447 -0.5431  -0.549
C -0.3776 -0.7196 0.6720  -0.191
O -0.8390 0.5129 1.3217  -0.436
H 2.7930 -0.5494 -0.6599  0.300
H 1.6665 0.5526 0.7671  0.434
H -0.7214 1.9649 -0.3321  0.450
H -2.3244 -0.3438 -0.3328  0.252
H -1.0164 -0.7637 -1.5239  0.275
H -0.4147 -1.6318 1.2780  0.454

Computed properties:
- largest force on an atom (Eh/bohr) = 0.0558
- LUMO level (Eh) = 0.0321
- orbital gap (eV) = 10.897
- E_HOMO (eV) = -10.023
- ΔE to the lowest compared entry with this formula, charge and spin (eV) = 5.372

=====

Computed, not measured: one molecule with the formula C6H7NO in a non-equilibrium geometry, with ωB97M-V with the def2-TZVPD basis set.

Last column: Mulliken charge in e.
Atoms and positions in Å:
C 0.0907 1.2620 -1.9330  -1.692
C -0.8618 0.6949 -1.0057  0.698
O -2.0475 0.8708 -1.0819  -0.558
C -0.3249 -0.0174 0.1783  0.370
C -1.0618 -0.6014 1.2400  -0.327
C 0.0008 -1.3104 1.9876  -0.407
C 1.1620 -1.2285 1.3620  -0.775
N 0.9512 -0.4646 0.1914  -0.003
H -0.3696 1.9677 -2.7830  0.308
H 0.6723 2.0618 -1.5072  0.438
H 0.6621 0.6939 -2.3155  0.593
H -2.1624 -0.4248 1.6277  0.317
H -0.3483 -1.7197 2.8045  0.570
H 2.1170 -1.5354 1.7527  0.368
H 1.5202 -0.2488 -0.5179  0.099

Computed properties:
- largest force on an atom (Eh/bohr) = 0.2446
- LUMO level (Eh) = 0.0266
- SMILES string = CC(=O)c1ccc[nH]1
- orbital gap (eV) = 9.394
- E_HOMO (eV) = -8.669
- ΔE to the lowest compared entry with this formula, charge and spin (eV) = 2.203

=====

Computed, not measured: a 2-piece molecular cluster, C9H10ClN overall in a non-equilibrium geometry, with ωB97M-V with the def2-TZVPD basis set.

Last column: Mulliken charge in e.
Atoms and positions in Å:
C 2.0918 1.6133 1.6715  -0.264
C 0.9026 2.0941 1.1947  -0.820
C 2.6692 0.3788 1.2349  -0.564
C 0.1264 1.3309 0.3293  -0.022
C 1.8814 -0.3735 0.3507  -0.013
C 0.6612 0.1343 -0.1802  0.645
C -2.4754 -1.6034 0.7416  -0.695
C -1.1880 -1.7007 0.6788  0.360
C -1.0320 -0.0130 -1.8335  -0.956
N 0.0153 -0.6525 -1.0528  -0.492
Cl -0.0115 -2.3336 1.6043  -0.103
H 2.4919 2.2174 2.4350  0.402
H 0.4145 2.7466 1.8634  0.310
H 3.5615 -0.1472 1.7166  0.284
H -0.9455 1.6503 0.0787  0.068
H 2.3580 -1.4417 0.0536  0.288
H -2.9458 -2.2107 1.4469  0.342
H -3.0453 -1.1509 -0.0601  0.239
H -1.4511 -0.8360 -2.4651  0.285
H -1.7732 0.5922 -1.2201  0.277
H -0.5559 0.4326 -2.6574  0.429

Computed properties:
- largest force on an atom (Eh/bohr) = 0.0625
- LUMO level (spin up / spin down) (Eh) = -0.0231 / -0.0047
- orbital gap (spin up / spin down) (eV) = 7.326 / 7.736
- E_HOMO (spin up / spin down) (eV) = -7.954 / -7.864
- ΔE to the lowest compared entry with this formula, charge and spin (eV) = 5.079

=====

Computed, not measured: C45H44FeN3O5 as an isolated structure in a non-equilibrium geometry, with ωB97M-V with the def2-TZVPD basis set.

Last column: Löwdin spin population.
Atoms and positions in Å:
C -1.6769 1.6569 2.9966  0.002
O -1.2754 0.4306 2.3467  0.017
C -0.6562 0.4705 1.1345  0.020
C -0.4127 1.6321 0.3256  0.044
C 1.0259 1.7916 -0.1705  0.043
C 1.9047 0.5694 -0.1375  0.160
C 1.2782 -0.6299 0.1115  0.032
C -0.0785 -0.7322 0.5714  0.165
Fe -1.7751 0.3077 -0.6200  1.328
C -2.0155 1.5192 -1.8409  0.030
O -2.4892 2.1973 -2.6575  0.011
C -3.3349 0.5602 0.0468  -0.022
O -4.4846 0.7292 0.1574  -0.019
C -2.2744 -1.0224 -1.6631  0.107
O -2.9086 -1.6223 -2.4342  0.059
H -2.4896 1.3535 3.6624  0.000
H -0.8294 2.0333 3.5882  0.000
H -2.0284 2.4301 2.2957  0.001
H -0.9251 2.5785 0.5576  -0.001
H 0.9852 2.2009 -1.1984  0.016
H 1.4855 2.5703 0.4600  0.009
H 2.9306 0.6671 -0.4579  0.020
H 1.8147 -1.5824 -0.0044  -0.001
H -0.4720 -1.7033 0.8866  0.002
C 10.5237 -0.1905 2.6849  0.001
C 9.6253 0.8229 2.0383  0.008
C 9.5825 0.9397 0.6479  0.001
C 8.7947 1.9152 0.0185  0.010
C 8.9332 2.1316 -1.4574  0.002
C 7.9640 2.7151 0.8121  0.011
N 7.1251 3.6977 0.1935  0.132
C 6.0301 3.5222 -0.6303  0.239
C 5.5622 2.2840 -1.3130  0.191
C 4.9792 1.1147 -0.6355  0.473
C 4.8550 -0.0916 -1.5103  0.060
C 5.1292 0.9720 0.7985  0.038
C 4.6128 1.9597 1.6586  0.071
C 4.5819 1.7468 3.0377  -0.001
C 5.1499 0.5931 3.5758  0.066
C 5.7227 -0.3695 2.7423  -0.004
C 5.6899 -0.2061 1.3630  0.066
O 5.6597 2.2464 -2.5645  0.309
N 5.8152 4.7287 -1.1935  0.169
C 4.9785 5.1031 -2.2771  0.014
C 3.6326 4.7049 -2.2834  0.016
C 2.9775 4.1599 -1.0609  0.012
C 2.9012 4.8322 -3.4656  -0.001
C 3.4523 5.4673 -4.5808  0.020
C 2.6652 5.5642 -5.8561  0.004
C 4.7454 5.9929 -4.4879  -0.001
C 5.5202 5.8537 -3.3335  0.018
C 6.8861 6.4403 -3.2915  0.005
N 6.5635 5.7080 -0.5767  0.178
C 7.3660 5.0819 0.2411  0.093
C 8.3386 5.7810 1.0788  0.164
C 7.8902 6.9903 1.6561  0.095
C 8.6869 7.6534 2.5856  0.051
C 9.9668 7.1673 2.8781  0.195
C 10.4620 6.0340 2.2209  0.040
C 9.6652 5.3469 1.3072  0.110
C 8.0223 2.6501 2.2110  0.011
C 7.2532 3.5809 3.0978  0.007
C 8.8419 1.6829 2.8057  0.001
H 10.4701 -0.1146 3.7756  0.000
H 10.2415 -1.2106 2.3941  0.000
H 11.5683 -0.0419 2.3803  0.000
H 10.2027 0.2890 0.0245  0.000
H 9.2535 3.1578 -1.7001  0.000
H 9.7137 1.4546 -1.8301  0.000
H 8.0086 1.9214 -2.0092  0.001
H 4.3002 -0.9009 -1.0110  0.001
H 4.3358 0.1809 -2.4416  0.010
H 5.8586 -0.4678 -1.7879  0.025
H 4.1849 2.8620 1.2100  0.006
H 4.1256 2.4995 3.6839  -0.001
H 5.1707 0.4502 4.6559  0.005
H 6.1957 -1.2605 3.1580  -0.002
H 6.1147 -0.9590 0.6901  0.003
H 1.9109 4.4280 -1.0561  0.001
H 3.0415 3.0617 -1.0510  0.005
H 3.4178 4.5426 -0.1318  0.002
H 1.8813 4.4363 -3.5052  0.000
H 3.0840 6.3378 -6.5082  0.000
H 2.6761 4.6117 -6.4059  0.001
H 1.6164 5.8097 -5.6482  0.001
H 5.1695 6.5264 -5.3427  0.000
H 6.9468 7.2286 -4.0498  0.001
H 7.1077 6.8707 -2.3119  0.001
H 7.6559 5.6961 -3.5313  0.001
H 6.8999 7.3614 1.3819  0.010
H 8.2996 8.5488 3.0743  0.000
H 10.5886 7.6839 3.6090  0.017
H 11.4731 5.6784 2.4197  -0.001
H 10.0433 4.4807 0.7611  0.009
H 6.9824 3.0579 4.0245  0.001
H 7.8524 4.4579 3.3866  0.000
H 6.3265 3.9280 2.6296  0.001
H 8.8610 1.6128 3.8975  0.000

Computed properties:
- multiplicity = 6
- largest force on an atom (Eh/bohr) = 0.0586
- LUMO level (spin up / spin down) (Eh) = 0.1446 / 0.1232
- orbital gap (spin up / spin down) (eV) = 3.029 / 4.985
- E_HOMO (spin up / spin down) (eV) = 0.905 / -1.634
- ΔE to the lowest compared entry with this formula, charge and spin (eV) = 0.216
- net charge = -2